a) Density functional theory data (wB97M-V/def2-TZVPD) for an isolated ion of composition C6H16N2 and charge -1.

Calculated values
net charge: -1
frontier orbital gap (spin up / spin down): 2.48 / 8.83 eV
expectation value of S²: 0.75
HOMO energy (spin up / spin down): 1.426 / -4.836 eV
spin multiplicity: 2
LUMO energy (spin up / spin down): 0.1436 / 0.1469 hartree
molecular weight: 116.21 g/mol

Positions of all 24 atoms, in Å:
N1 1.402 -1.803 0.036
N2 -3.009 2.577 -0.236
C1 -2.525 1.404 -0.984
C2 2.395 -0.768 -0.187
C3 -0.009 -1.423 0.281
C4 3.216 -0.413 1.065
C5 -0.477 -0.319 -0.563
C6 -1.701 0.467 0.004
H1 -1.410 1.065 0.825
H2 4.134 -0.939 0.998
H3 1.796 -2.472 0.696
H4 -4.078 2.489 -0.029
H5 -0.492 -2.495 0.061
H6 -3.358 0.702 -1.401
H7 -0.789 -0.759 -1.486
H8 3.381 0.755 1.054
H9 3.204 -1.084 -1.026
H10 2.563 -0.688 1.881
H11 -1.721 1.872 -1.794
H12 -2.455 2.844 0.605
H13 0.054 -1.258 1.371
H14 1.974 0.152 -0.620
H15 -2.398 -0.269 0.346
H16 0.303 0.364 -0.900

---

b) Density functional theory data (wB97M-V/def2-TZVPD) for an isolated ion of composition C6H16N2 and charge -1.

Calculated values
net charge: -1
frontier orbital gap (spin up / spin down): 2.36 / 8.81 eV
expectation value of S²: 0.75
HOMO energy (spin up / spin down): 1.488 / -5.104 eV
spin multiplicity: 2
LUMO energy (spin up / spin down): 0.1414 / 0.1363 hartree
molecular weight: 116.21 g/mol

Positions of all 24 atoms, in Å:
N1 -0.115 0.278 0.136
N2 2.305 -1.994 -0.938
C1 1.903 -0.596 -1.071
C2 -0.553 2.414 1.307
C3 1.327 -0.026 0.225
C4 -0.933 -0.889 -0.226
C5 -2.209 -0.444 -0.939
C6 -0.562 0.895 1.375
H1 -1.964 -0.202 -1.976
H2 -1.243 2.879 2.016
H3 2.773 0.024 -1.332
H4 -0.904 2.716 0.316
H5 1.791 0.941 0.437
H6 1.236 -0.468 -1.933
H7 2.190 -2.458 -1.837
H8 -1.585 0.559 1.559
H9 -0.360 -1.582 -0.848
H10 0.431 2.859 1.459
H11 1.717 -2.461 -0.258
H12 0.002 0.520 2.240
H13 -1.178 -1.467 0.654
H14 -2.963 -1.223 -0.925
H15 1.509 -0.736 1.035
H16 -2.615 0.459 -0.475

---

Stability ranking, top entry: b); the second entry is 179.2 kJ/mol less favorable.

---

a) Density functional theory data (wB97M-V/def2-TZVPD) for a 8-piece molecular cluster, C16H48O8 overall.

Calculated values
frontier orbital gap: 9.90 eV
SMILES string: CC(C)O.CC(C)O.CC(C)O.CC(C)O.CO.CO.CO.CO
HOMO energy: -9.337 eV
LUMO energy: 0.0206 hartree
molecular weight: 368.55 g/mol

Positions of all 72 atoms, in Å:
O1 -22.877 14.669 1.172
O2 -15.005 16.965 -2.697
O3 -19.584 17.876 0.459
O4 -21.072 13.476 -0.450
O5 -21.598 13.745 -6.257
O6 -20.462 17.786 -2.088
O7 -18.901 16.125 -6.217
O8 -18.240 19.549 -2.638
C1 -20.036 19.119 0.869
C2 -23.464 14.360 -5.225
C3 -16.421 15.484 -3.886
C4 -20.455 14.365 -2.419
C5 -22.107 14.794 -5.845
C6 -20.285 14.366 -0.874
C7 -18.830 14.181 -0.479
C8 -21.750 17.847 -2.637
C9 -23.563 15.659 0.899
C10 -24.005 15.299 -0.544
C11 -16.206 16.741 -3.036
C12 -22.808 16.947 0.940
C13 -19.031 20.661 -2.314
C14 -17.105 16.751 -1.809
C15 -22.387 15.904 -6.882
C16 -19.021 17.032 -5.245
H1 -14.665 16.190 -2.234
H2 -19.467 16.576 -4.355
H3 -24.660 14.339 -0.602
H4 -20.063 20.430 -2.427
H5 -19.673 17.833 -5.575
H6 -19.308 19.898 0.603
H7 -23.309 17.878 0.754
H8 -22.660 14.760 2.069
H9 -18.905 21.001 -1.278
H10 -20.832 13.637 -5.734
H11 -23.788 15.220 -4.600
H12 -21.444 14.460 -2.894
H13 -18.480 14.927 0.219
H14 -22.832 15.597 -7.776
H15 -16.077 14.619 -3.373
H16 -20.097 13.355 -2.730
H17 -22.495 17.714 -1.868
H18 -21.037 19.364 0.456
H19 -18.003 17.405 -5.056
H20 -21.931 18.819 -3.074
H21 -22.421 17.135 1.953
H22 -24.595 16.078 -0.988
H23 -20.609 15.355 -0.502
H24 -21.778 13.823 0.073
H25 -16.567 17.576 -3.627
H26 -16.763 15.943 -1.207
H27 -19.793 15.081 -2.824
H28 -18.448 15.437 -5.796
H29 -23.497 13.506 -4.568
H30 -16.002 15.565 -4.888
H31 -18.056 16.364 -2.143
H32 -21.422 16.393 -7.103
H33 -17.357 19.611 -2.171
H34 -19.795 17.703 -0.498
H35 -18.710 13.237 0.010
H36 -24.195 14.330 -6.068
H37 -17.496 15.309 -3.996
H38 -19.868 18.233 -2.677
H39 -20.133 19.234 1.910
H40 -21.401 15.171 -5.059
H41 -23.129 15.177 -1.171
H42 -18.176 14.230 -1.313
H43 -21.862 17.132 -3.453
H44 -18.919 21.540 -3.026
H45 -17.094 17.560 -1.170
H46 -23.094 16.691 -6.424
H47 -21.918 16.785 0.346
H48 -24.417 15.791 1.529

---

b) Density functional theory data (wB97M-V/def2-TZVPD) for a 8-piece molecular cluster, C16H48O8 overall.

Calculated values
frontier orbital gap: 9.36 eV
SMILES string: CCO.CCO.CCO.CCO.CCO.CCO.CCO.CCO
HOMO energy: -8.984 eV
LUMO energy: 0.0139 hartree
molecular weight: 368.55 g/mol

Positions of all 72 atoms, in Å:
O1 -31.806 32.312 20.927
O2 -25.983 27.409 23.353
O3 -22.989 35.732 18.515
O4 -23.177 32.477 15.141
O5 -23.818 30.418 20.426
O6 -27.157 28.890 17.608
O7 -26.334 30.986 19.141
O8 -24.259 35.881 20.918
C1 -26.373 26.903 16.639
C2 -22.068 30.682 21.762
C3 -26.729 29.566 22.510
C4 -25.162 37.034 21.264
C5 -27.031 32.129 18.608
C6 -26.360 33.423 19.281
C7 -24.947 33.814 15.507
C8 -23.274 31.424 21.228
C9 -30.373 30.347 20.833
C10 -21.899 34.880 18.442
C11 -26.238 28.459 16.842
C12 -31.842 30.981 20.568
C13 -26.011 37.301 20.154
C14 -20.847 35.416 17.477
C15 -25.896 28.776 23.532
C16 -24.444 32.433 15.815
H1 -23.115 32.288 20.668
H2 -22.428 30.124 22.689
H3 -25.883 33.197 20.241
H4 -27.312 34.130 19.258
H5 -28.050 28.862 17.144
H6 -24.346 37.747 21.417
H7 -25.424 37.405 19.095
H8 -24.856 31.844 15.234
H9 -26.778 30.241 18.934
H10 -24.007 35.386 21.846
H11 -30.414 29.223 20.814
H12 -21.415 34.531 19.331
H13 -21.253 36.075 16.608
H14 -26.151 26.209 17.436
H15 -32.019 30.748 19.610
H16 -25.982 28.911 24.669
H17 -25.890 36.697 21.984
H18 -21.195 30.324 21.052
H19 -25.609 26.987 24.126
H20 -29.913 30.613 21.647
H21 -24.817 28.931 23.139
H22 -32.572 32.565 20.544
H23 -20.193 34.604 17.133
H24 -26.856 30.706 22.633
H25 -20.369 36.218 17.935
H26 -22.276 34.034 17.798
H27 -26.526 36.459 19.845
H28 -22.863 31.748 15.489
H29 -26.257 28.961 15.871
H30 -25.197 28.534 17.275
H31 -29.764 30.715 19.917
H32 -25.324 33.902 14.526
H33 -24.175 31.486 21.961
H34 -21.584 31.365 22.481
H35 -27.026 32.412 17.558
H36 -24.470 30.836 19.991
H37 -28.147 32.142 19.009
H38 -27.730 29.390 22.423
H39 -23.513 35.619 19.412
H40 -24.234 34.653 15.613
H41 -32.559 30.247 21.120
H42 -25.659 33.814 16.222
H43 -27.349 26.621 16.324
H44 -25.570 26.616 16.035
H45 -24.155 32.154 16.885
H46 -26.379 29.361 21.601
H47 -25.414 33.963 18.550
H48 -26.492 38.359 20.379

---

c) Density functional theory data (wB97M-V/def2-TZVPD) for a 8-piece molecular cluster, C16H48O8 overall.

Calculated values
frontier orbital gap: 9.68 eV
SMILES string: CCO.CCO.CCO.CCO.CCO.CCO.CCO.CCO
HOMO energy: -9.346 eV
LUMO energy: 0.0123 hartree
molecular weight: 368.55 g/mol

Positions of all 72 atoms, in Å:
O1 8.177 14.612 13.925
O2 8.939 15.106 6.855
O3 4.497 13.399 10.213
O4 3.187 14.128 4.312
O5 11.814 11.800 12.582
O6 2.593 11.400 9.209
O7 4.115 9.477 8.236
O8 3.401 14.580 12.250
C1 2.413 14.649 5.396
C2 5.253 10.851 6.571
C3 11.413 10.934 11.509
C4 3.364 15.275 6.424
C5 7.879 14.490 12.581
C6 1.282 11.410 8.673
C7 0.637 12.745 8.902
C8 3.811 13.772 13.387
C9 5.666 13.286 9.460
C10 10.513 11.755 10.606
C11 3.594 14.661 14.631
C12 4.239 9.686 6.870
C13 6.404 12.009 9.916
C14 7.111 15.730 12.124
C15 7.362 16.472 5.620
C16 7.554 15.279 6.570
H1 4.281 15.499 14.517
H2 3.622 8.659 8.328
H3 6.165 15.768 12.662
H4 10.927 10.045 11.912
H5 2.826 15.442 7.358
H6 3.066 10.704 8.747
H7 6.813 15.724 11.075
H8 -0.426 12.567 8.739
H9 7.890 16.276 4.687
H10 8.752 14.305 11.955
H11 12.356 12.515 12.240
H12 3.808 14.088 15.533
H13 5.316 11.072 5.505
H14 7.196 13.642 12.524
H15 6.527 11.992 10.998
H16 9.580 12.017 11.106
H17 6.297 16.555 5.407
H18 0.716 10.708 9.285
H19 0.830 13.174 9.885
H20 1.839 15.491 5.008
H21 1.814 13.821 5.775
H22 9.176 15.809 7.464
H23 4.808 11.721 7.053
H24 7.036 15.427 7.518
H25 7.646 16.643 12.386
H26 4.749 8.843 6.405
H27 10.212 11.165 9.740
H28 1.033 13.407 8.132
H29 5.715 11.190 9.713
H30 5.509 13.175 8.387
H31 7.359 11.888 9.403
H32 3.290 12.819 13.480
H33 6.265 14.195 9.516
H34 4.181 14.596 6.667
H35 7.162 14.338 6.185
H36 12.226 10.699 10.822
H37 11.031 12.666 10.308
H38 3.956 12.635 9.998
H39 8.587 13.772 14.144
H40 1.282 11.254 7.594
H41 3.904 16.138 6.036
H42 3.885 14.163 11.534
H43 2.669 13.828 3.562
H44 6.253 10.692 6.975
H45 2.581 15.061 14.590
H46 7.727 17.398 6.065
H47 4.872 13.527 13.350
H48 3.244 9.759 6.431

---

Stability ranking, top entry: c); the second entry is 366.3 kJ/mol less favorable.

---

a) Density functional theory data (wB97M-V/def2-TZVPD) for a 2-piece molecular cluster, C10H20N2S overall.

Calculated values
frontier orbital gap: 8.45 eV
SMILES string: CC(C)(C)C1=NNCS1.C=C(C)C
HOMO energy: -7.753 eV
LUMO energy: 0.0256 hartree
molecular weight: 200.35 g/mol

Positions of all 33 atoms, in Å:
S1 -1.455 -0.699 -1.354
N1 -1.974 -1.862 0.894
N2 -1.384 -0.674 1.176
C1 -1.045 0.071 0.213
C2 -0.142 2.087 -0.777
C3 1.173 -2.029 0.326
C4 2.729 -0.067 0.202
C5 1.887 -1.205 -1.902
C6 -0.804 1.531 0.446
C7 -2.171 -2.153 -0.445
C8 -0.010 1.684 1.714
C9 -2.272 2.153 0.483
C10 1.752 -1.071 -0.422
H1 -2.725 1.483 1.249
H2 0.835 1.005 1.646
H3 -0.642 1.680 -1.609
H4 -2.048 3.196 0.776
H5 1.195 -1.788 -2.398
H6 -1.432 -2.693 1.361
H7 -2.782 2.089 -0.524
H8 0.252 2.726 1.951
H9 2.931 -1.655 -1.984
H10 -3.177 -2.104 -0.811
H11 -0.506 1.303 2.548
H12 0.944 1.669 -0.885
H13 3.706 -0.412 -0.075
H14 2.726 1.003 -0.179
H15 2.518 -0.108 1.245
H16 1.789 -0.232 -2.328
H17 -1.703 -3.044 -0.792
H18 0.827 -2.944 -0.241
H19 -0.042 3.144 -0.866
H20 1.050 -2.084 1.364

---

b) Density functional theory data (wB97M-V/def2-TZVPD) for one molecule with the formula C10H20N2S.

Calculated values
frontier orbital gap: 8.54 eV
SMILES string: CC(C)CNC(=S)NC1CCCC1
HOMO energy: -8.068 eV
LUMO energy: 0.0172 hartree
molecular weight: 200.35 g/mol

Positions of all 33 atoms, in Å:
S1 1.362 -1.939 1.231
N1 2.053 0.326 0.113
N2 0.030 -0.372 -0.589
C1 1.106 -0.634 0.181
C2 0.805 3.924 -0.187
C3 1.836 1.690 -0.390
C4 -1.496 -3.607 -0.448
C5 -1.076 -1.259 -0.791
C6 0.878 2.532 0.495
C7 -2.716 -2.702 -0.103
C8 -2.019 -1.464 0.323
C9 1.436 2.448 1.923
C10 -0.639 -2.703 -1.311
H1 0.247 4.714 0.425
H2 2.573 2.621 2.146
H3 -1.654 -4.635 -0.942
H4 1.865 4.182 -0.361
H5 1.207 1.426 2.295
H6 -2.635 -0.565 0.548
H7 2.906 2.074 -0.605
H8 0.729 3.120 2.529
H9 0.467 -2.708 -1.263
H10 -3.457 -3.006 0.765
H11 2.757 0.264 0.889
H12 1.432 1.770 -1.447
H13 -0.848 -3.826 0.427
H14 -3.394 -2.550 -0.902
H15 -0.938 -2.703 -2.384
H16 -0.071 2.048 0.365
H17 -1.461 -1.731 1.206
H18 0.187 0.368 -1.467
H19 0.253 3.721 -1.093
H20 -1.728 -0.825 -1.577

---

Stability ranking, top entry: b); the second entry is 199.4 kJ/mol less favorable.

---

a) Density functional theory data (wB97M-V/def2-TZVPD) for a 2-piece molecular cluster, H2IO overall.

Calculated values
net charge: -1
frontier orbital gap: 7.24 eV
HOMO energy: -3.425 eV
LUMO energy: 0.1400 hartree
molecular weight: 144.92 g/mol

Positions of all 4 atoms, in Å:
I1 0.354 0.169 -0.080
O1 -3.514 -1.686 0.690
H1 -2.604 -1.324 0.780
H2 -4.083 -1.054 1.184

---

b) Density functional theory data (wB97M-V/def2-TZVPD) for a 2-piece molecular cluster, H2IO overall.

Calculated values
net charge: -1
frontier orbital gap: 6.84 eV
HOMO energy: -3.311 eV
LUMO energy: 0.1298 hartree
molecular weight: 144.92 g/mol

Positions of all 4 atoms, in Å:
I1 -0.672 -3.872 -0.730
O1 0.136 1.583 -0.016
H1 0.264 1.660 0.956
H2 0.273 0.628 -0.210

---

Stability ranking, top entry: a); the second entry is 13.1 kJ/mol less favorable.

---

a) Density functional theory data (wB97M-V/def2-TZVPD) for C5H7NOS as an isolated structure.

Calculated values
frontier orbital gap: 8.76 eV
HOMO energy: -8.772 eV
LUMO energy: -0.0005 hartree
molecular weight: 129.18 g/mol

Positions of all 15 atoms, in Å:
S1 0.791 -2.179 -1.840
O1 1.364 0.314 0.632
N1 -1.146 0.782 0.504
C1 0.601 -0.882 0.708
C2 -0.912 -0.580 0.859
C3 -0.372 1.229 -0.647
C4 0.775 -1.010 -0.777
C5 0.938 0.495 -0.754
H1 -0.140 2.236 -0.522
H2 -0.970 1.059 -1.535
H3 -1.470 -1.320 0.232
H4 -1.332 -0.786 1.880
H5 1.687 0.999 -1.383
H6 1.065 -1.663 1.309
H7 -0.879 1.306 1.333

---

b) Density functional theory data (wB97M-V/def2-TZVPD) for one molecule with the formula C5H7NOS.

Calculated values
frontier orbital gap: 8.16 eV
SMILES string: CSc1occc1N
HOMO energy: -7.285 eV
LUMO energy: 0.0323 hartree
molecular weight: 129.18 g/mol

Positions of all 15 atoms, in Å:
S1 -0.698 0.961 -1.384
O1 -0.219 -1.172 0.269
N1 1.672 1.887 0.533
C1 0.757 -1.568 1.178
C2 -2.138 -0.110 -1.590
C3 0.139 0.131 -0.057
C4 1.529 -0.501 1.543
C5 1.118 0.603 0.786
H1 2.487 -0.605 2.026
H2 1.091 2.434 -0.071
H3 -2.253 -0.735 -0.721
H4 -1.759 -0.813 -2.341
H5 2.067 2.396 1.366
H6 0.780 -2.540 1.567
H7 -3.060 0.347 -1.877

---

c) Density functional theory data (wB97M-V/def2-TZVPD) for one molecule with the formula C5H7NOS.

Calculated values
frontier orbital gap: 8.42 eV
SMILES string: C/C=C(\C=O)NC=S
HOMO energy: -8.516 eV
LUMO energy: -0.0035 hartree
molecular weight: 129.18 g/mol

Positions of all 15 atoms, in Å:
S1 3.192 -0.033 -0.006
O1 -1.651 -2.196 -0.008
N1 0.828 -1.378 -0.002
C1 -0.154 -0.371 0.007
C2 2.176 -1.330 -0.004
C3 0.051 0.949 -0.009
C4 -0.995 2.025 -0.012
C5 -1.491 -1.005 -0.001
H1 -2.348 -0.327 -0.014
H2 2.613 -2.327 0.001
H3 -0.848 2.669 -0.871
H4 -0.840 2.665 0.909
H5 0.405 -2.302 0.003
H6 -2.034 1.643 -0.005
H7 1.094 1.318 0.014

---

Stability ranking, top entry: c); the second entry is 63.3 kJ/mol less favorable.

---

a) Density functional theory data (wB97M-V/def2-TZVPD) for one molecule with the formula C5H7NOS.

Calculated values
frontier orbital gap: 7.81 eV
SMILES string: C=CC(=O)C(=S)NC
HOMO energy: -8.581 eV
LUMO energy: -0.0283 hartree
molecular weight: 129.18 g/mol

Positions of all 15 atoms, in Å:
S1 -1.880 -2.157 0.323
O1 0.770 0.417 1.429
N1 -1.791 0.480 0.021
C1 2.585 -0.956 -0.224
C2 0.337 -0.441 0.650
C3 -1.158 -0.605 0.391
C4 1.258 -1.240 -0.164
C5 -1.252 1.759 -0.207
H1 -0.702 2.168 0.630
H2 -1.967 2.428 -0.727
H3 -2.795 0.354 -0.080
H4 2.915 -0.023 0.236
H5 -0.439 1.547 -0.953
H6 3.324 -1.588 -0.705
H7 0.794 -2.141 -0.621

---

b) Density functional theory data (wB97M-V/def2-TZVPD) for one molecule with the formula C5H7NOS.

Calculated values
frontier orbital gap: 8.21 eV
SMILES string: CN1C(=S)C=C[C@@H]1O
HOMO energy: -8.444 eV
LUMO energy: -0.0087 hartree
molecular weight: 129.18 g/mol

Positions of all 15 atoms, in Å:
S1 0.781 -0.322 -2.697
O1 -1.153 0.132 1.796
N1 -0.207 0.284 -0.333
C1 0.030 0.005 1.072
C2 1.311 -1.358 -0.185
C3 0.693 -0.477 -1.091
C4 0.866 -1.189 1.065
C5 -0.992 1.303 -0.888
H1 -0.456 2.272 -0.903
H2 0.698 0.662 1.535
H3 -1.187 1.086 -1.938
H4 2.213 -1.899 -0.428
H5 1.302 -1.621 1.975
H6 -1.964 -0.216 1.378
H7 -1.936 1.338 -0.358

---

c) Density functional theory data (wB97M-V/def2-TZVPD) for one molecule with the formula C5H7NOS.

Calculated values
frontier orbital gap: 8.96 eV
HOMO energy: -8.413 eV
LUMO energy: 0.0202 hartree
molecular weight: 129.18 g/mol

Positions of all 15 atoms, in Å:
S1 1.947 0.483 -0.611
O1 2.593 1.442 0.390
N1 -0.748 0.098 -1.137
C1 0.169 0.608 -0.230
C2 -0.402 1.693 0.442
C3 -1.768 1.561 0.194
C4 2.153 -1.170 0.062
C5 -1.916 0.662 -0.822
H1 -2.468 2.189 0.712
H2 -0.123 2.414 1.228
H3 -0.558 -0.408 -1.986
H4 -2.875 0.094 -0.966
H5 3.068 -1.509 -0.272
H6 1.226 -1.641 0.096
H7 2.448 -1.046 1.134

---

Stability ranking, top entry: b); the second entry is 25.7 kJ/mol less favorable.